The following is a quantum chemistry calculation of 2 unconnected molecules or ions with the total composition C17H12BCl4OS at a distorted geometry, from the OMol25 dataset.

Summary:
Charge ... -1
HOMO ... -3.1143 eV
Electronic energy ... -2994.26956 hartree
Orbital gap ... 3.58 eV
F_max ... 0.05008 hartree/bohr

Cartesian coordinates (Å):
Cl1 1.860 1.838 5.025
B1 1.850 1.729 3.178
Cl2 0.209 2.302 2.465
Cl3 3.233 2.706 2.383
O1 2.038 0.282 2.858
C1 2.025 -0.204 1.678
C2 2.263 -1.605 1.457
C3 2.297 -2.068 0.127
C4 2.521 -3.410 -0.144
C5 2.715 -4.307 0.921
Cl4 2.978 -5.968 0.594
C6 2.693 -3.854 2.251
C7 2.477 -2.513 2.526
H1 1.859 0.452 0.818
H2 2.147 -1.340 -0.672
H3 2.546 -3.780 -1.166
H4 2.847 -4.569 3.055
H5 2.466 -2.149 3.551
C8 -1.848 1.438 -4.246
C9 -1.654 0.523 -3.226
C10 -2.003 0.842 -1.884
C11 -2.570 2.144 -1.605
C12 -2.750 3.050 -2.670
C13 -2.398 2.710 -3.968
C14 -2.926 2.456 -0.256
C15 -2.744 1.556 0.761
C16 -2.161 0.266 0.503
S1 -1.884 -0.819 1.717
C17 -1.813 -0.063 -0.830
H6 -1.578 1.180 -5.270
H7 -1.233 -0.464 -3.423
H8 -3.177 4.031 -2.448
H9 -2.544 3.420 -4.781
H10 -3.350 3.441 -0.049
H11 -3.006 1.794 1.788
H12 -1.385 -1.048 -1.018

Force components x, y, z for each atom (eV/Å):
0.14 -0.05 -0.36
-0.88 1.30 0.00
0.73 -0.28 0.25
-0.05 -0.33 0.15
0.29 -1.39 -1.61
-0.37 0.49 1.47
0.14 -0.62 0.08
-0.01 0.16 0.42
0.08 -0.28 0.22
-0.27 1.33 0.07
0.06 -0.29 -0.06
0.02 0.01 -0.16
-0.07 0.19 -0.55
-0.08 0.07 0.19
-0.02 -0.34 0.11
-0.02 0.09 0.23
-0.03 0.14 -0.14
-0.06 -0.07 -0.23
0.08 -0.39 0.46
-0.11 0.48 -0.42
-0.25 0.59 0.11
0.22 -0.52 -0.05
0.13 -0.16 -0.44
-0.16 0.24 0.33
0.01 -0.19 0.05
0.13 0.18 -0.73
0.05 0.67 -2.14
0.60 -1.56 1.96
-0.32 0.60 0.73
-0.05 0.04 0.20
-0.08 0.22 -0.03
0.10 -0.21 -0.11
0.02 -0.12 0.18
0.08 -0.19 -0.04
0.04 -0.02 -0.16
-0.11 0.20 0.01


The following is a quantum chemistry calculation of C17H12BrN3O4 in the gas phase at a distorted geometry, from the OMol25 dataset.

Summary:
HOMO ... -8.2364 eV
SMILES string ... O=c1cc(Nc2ccc3c(c2)OCO3)[nH]c(=O)n1-c1ccc(Br)cc1
Relative energy (zero: lowest compared OMol25 entry of this formula, charge and spin) ... 0.00 kcal/mol
Electronic energy ... -3694.27106 hartree
Orbital gap ... 8.64 eV
F_max ... 0.08886 hartree/bohr

Cartesian coordinates (Å):
O1 2.664 1.858 2.198
O2 -0.011 -1.715 1.339
Br1 2.968 -2.742 7.133
O3 -3.677 -0.236 -5.219
O4 -1.636 -1.251 -4.777
C1 1.867 1.201 1.533
C2 0.450 -0.607 1.096
C3 1.355 1.864 0.343
C4 0.353 1.236 -0.336
C5 2.856 -2.518 4.285
C6 2.181 -0.533 5.490
C7 -3.373 1.598 -3.480
C8 -2.508 2.080 -2.462
C9 -1.009 0.253 -2.951
C10 2.497 -1.921 3.066
C11 1.772 0.028 4.269
C12 2.640 -1.845 5.490
C13 -3.027 0.436 -4.210
C14 -1.841 -0.175 -3.966
C15 -1.322 1.396 -2.152
C16 1.907 -0.669 3.088
N1 0.012 -0.004 -0.026
N2 -0.407 1.958 -1.244
N3 1.439 -0.073 1.905
C17 -2.788 -1.328 -5.612
H1 1.697 2.861 0.132
H2 3.307 -3.494 4.346
H3 2.037 -0.061 6.443
H4 -4.287 2.175 -3.669
H5 -2.845 2.922 -1.880
H6 -0.054 -0.279 -2.862
H7 2.666 -2.415 2.142
H8 1.258 0.998 4.275
H9 -0.805 -0.410 -0.509
H10 -0.486 2.964 -1.124
H11 -3.308 -2.274 -5.446
H12 -2.543 -1.276 -6.647

Force components x, y, z for each atom (eV/Å):
-0.12 -1.06 0.38
0.02 0.35 0.24
0.07 0.15 -0.19
0.26 -0.14 -0.27
-0.08 0.15 -0.23
1.74 2.91 0.19
-0.20 -4.26 1.65
-0.93 -1.79 0.06
0.86 4.08 -0.33
-0.19 0.41 -0.07
-0.43 -0.71 -0.70
0.14 -0.32 -0.31
-0.31 -1.34 -0.57
1.06 0.07 0.37
0.19 0.01 1.50
-0.37 0.43 1.23
0.17 0.28 -0.69
-0.96 1.47 0.26
0.89 -0.01 1.40
-0.57 -0.32 -1.70
0.13 -0.58 0.62
-1.38 -0.32 -1.17
-0.26 -0.68 -0.21
-0.81 1.74 -2.45
-1.00 0.13 1.24
-0.02 -0.01 0.05
-0.04 -0.21 -0.30
-0.10 0.46 0.07
0.34 -0.53 -0.06
0.15 0.23 0.04
-0.29 0.34 0.22
0.04 -0.44 -0.60
0.47 -0.41 -0.06
0.77 -0.07 0.77
0.33 -0.56 0.14
-0.01 0.04 0.25
0.42 0.52 -0.79


The following is a quantum chemistry calculation of a molecular structure, C17H12ClF5N2O3Se2TeV, from the OMol25 dataset.

Summary:
HOMO (spin up / spin down) ... -8.7995 / -8.8333 eV
2S+1 ... 2
⟨S²⟩ ... 0.76
Relative energy (zero: lowest compared OMol25 entry of this formula, charge and spin) ... 0.00 kcal/mol
Electronic energy ... -7964.79570 hartree
Orbital gap (spin up / spin down) ... 8.13 / 8.12 eV
F_max ... 0.01597 hartree/bohr

Cartesian coordinates (Å):
V1 0.463 -0.283 0.229
Se1 -3.551 -1.679 1.668
Se2 -1.597 -2.325 2.718
C1 -1.038 -0.526 3.134
C2 -1.169 -0.128 4.456
C3 -1.082 1.215 4.773
C4 -0.920 2.124 3.743
C5 -0.730 1.641 2.464
N1 -0.721 0.337 2.153
C6 -3.146 -1.637 -0.221
C7 -3.804 -2.569 -1.011
C8 -3.707 -2.460 -2.390
C9 -2.964 -1.422 -2.919
C10 -2.318 -0.560 -2.046
N2 -2.388 -0.659 -0.719
H1 -1.390 -0.870 5.209
H2 -1.189 1.546 5.798
H3 -0.917 3.190 3.918
H4 -0.561 2.326 1.650
H5 -4.381 -3.356 -0.547
H6 -4.208 -3.172 -3.033
H7 -2.870 -1.282 -3.987
H8 -1.702 0.243 -2.428
Cl1 4.487 3.842 -4.189
C11 3.331 2.838 -3.371
C12 2.520 1.972 -4.114
C13 1.601 1.170 -3.486
C14 1.447 1.186 -2.085
O1 0.537 0.406 -1.556
C15 2.265 2.073 -1.349
C16 2.138 2.254 0.070
O2 1.359 1.663 0.818
C17 3.201 2.890 -2.012
H9 2.629 1.938 -5.190
H10 0.979 0.489 -4.050
H11 2.787 3.022 0.515
H12 3.818 3.564 -1.431
F1 2.279 -0.552 0.056
Te1 2.134 -3.000 1.174
F2 1.114 -3.871 2.476
F3 3.665 -3.536 2.125
F4 1.775 -4.689 0.277
F5 1.783 -1.544 2.449
O3 0.042 -1.808 0.264

Force components x, y, z for each atom (eV/Å):
0.20 0.58 -0.54
-0.12 0.01 0.05
0.09 -0.02 -0.06
-0.11 0.01 -0.01
-0.02 0.00 -0.02
0.01 0.01 0.01
-0.01 0.00 0.01
-0.01 0.01 -0.01
0.13 -0.05 0.02
0.11 0.07 0.00
-0.01 0.00 0.00
-0.02 -0.01 0.00
0.00 -0.02 0.00
0.07 0.00 0.05
-0.08 0.04 -0.01
0.00 0.00 0.00
0.00 0.00 0.00
0.00 0.00 0.00
0.00 0.00 0.02
0.00 -0.01 0.00
0.00 0.00 0.00
0.00 0.00 0.00
0.04 0.02 0.02
0.00 0.00 0.00
-0.01 -0.02 -0.01
0.01 0.01 0.01
-0.01 -0.04 0.02
0.04 -0.06 -0.15
-0.42 0.10 0.55
0.01 0.04 -0.01
-0.05 -0.04 -0.01
-0.08 0.03 -0.16
0.01 0.01 0.03
0.00 0.00 0.00
0.00 0.01 -0.01
0.01 0.00 -0.01
0.00 0.00 -0.01
0.03 -0.09 0.13
-0.27 -0.32 0.38
-0.07 0.05 -0.13
-0.04 -0.07 -0.11
0.30 0.02 -0.01
0.11 0.08 0.04
0.12 -0.35 -0.09


The following is a quantum chemistry calculation of C17H12ClN7S in the gas phase at a distorted geometry, from the OMol25 dataset.

Summary:
HOMO ... -9.0285 eV
SMILES string ... Clc1ccc(C2=Nn3c(Cn4nnc5ccccc54)nnc3SC2)cc1
Electronic energy ... -1896.65118 hartree
Orbital gap ... 8.51 eV
F_max ... 0.02878 hartree/bohr

Cartesian coordinates (Å):
Cl1 -4.776 0.819 -3.883
C1 -3.177 0.708 -3.252
C2 -2.098 0.664 -4.123
C3 -0.816 0.568 -3.622
C4 -0.591 0.514 -2.244
C5 -1.694 0.576 -1.382
C6 -2.976 0.670 -1.878
H1 -3.815 0.713 -1.203
H2 -1.533 0.559 -0.316
C7 0.749 0.422 -1.672
N1 0.842 0.593 -0.406
N2 2.032 0.473 0.200
C8 2.335 0.861 1.483
N3 3.528 0.447 1.792
N4 4.037 -0.234 0.749
C9 3.153 -0.214 -0.206
S1 3.167 -0.964 -1.762
C10 1.953 0.185 -2.544
H3 1.696 -0.294 -3.484
H4 2.469 1.129 -2.741
C11 1.365 1.589 2.343
N5 0.213 0.758 2.562
C12 0.160 -0.457 3.178
C13 1.093 -1.246 3.841
C14 0.631 -2.444 4.335
C15 -0.705 -2.848 4.182
C16 -1.631 -2.075 3.524
C17 -1.188 -0.857 3.009
N6 -1.820 0.128 2.308
N7 -0.989 1.051 2.054
H5 -2.657 -2.383 3.402
H6 -1.005 -3.800 4.595
H7 1.314 -3.097 4.857
H8 2.121 -0.936 3.948
H9 1.852 1.833 3.292
H10 1.012 2.499 1.852
H11 0.006 0.554 -4.320
H12 -2.264 0.707 -5.188

Force components x, y, z for each atom (eV/Å):
-0.23 0.01 -0.08
0.42 -0.01 0.06
-0.27 0.02 -0.02
0.15 -0.02 0.35
-0.71 0.09 -0.25
0.14 -0.02 -0.15
-0.05 0.01 -0.12
-0.10 0.00 0.05
-0.02 -0.03 0.07
0.75 -0.11 0.38
-1.07 0.21 -0.24
1.45 -0.23 0.21
-0.15 0.05 -0.26
-0.55 0.57 1.08
0.57 -0.55 -1.10
-0.34 0.22 0.02
-0.25 -0.02 -0.35
0.60 -0.23 0.37
-0.02 0.07 0.01
-0.14 -0.03 -0.07
0.19 0.22 -0.19
-0.20 -0.60 0.55
-0.89 -0.24 -0.12
0.19 -0.03 0.07
0.14 0.09 0.00
-0.18 -0.14 0.02
0.02 0.11 -0.05
1.27 0.03 0.30
-0.77 -0.15 -0.12
0.04 1.00 -0.37
-0.12 -0.07 0.00
-0.04 -0.07 0.02
0.07 -0.04 0.04
0.13 -0.02 0.03
-0.07 0.02 -0.14
0.02 -0.09 0.16
0.08 -0.02 -0.07
-0.04 0.01 -0.08